13
Properties=species:S:1:pos:R:3:forces:R:3:mulliken_charge:R:1 method="wB97M-V/def2-TZVPD" e_homo_ev=-9.969 smiles="CC=O.C=C" relative_energy_kj_mol=177.2 gap_ev=10.9633
C -1.415519 1.003216 -0.670013 -0.174 1.479 -0.323 -0.37
H -1.326311 0.239662 -1.430307 -0.529 -0.417 0.327 0.29
H 0.218238 -1.785310 0.086922 0.288 -0.341 0.159 0.29
H -1.964625 2.808364 0.024024 -0.821 0.222 0.156 0.22
C -2.297312 2.014345 -0.632879 0.914 -1.172 0.494 -0.53
C 1.167436 -1.242637 0.058828 -0.623 0.060 -0.966 -0.50
H 3.127576 -1.762851 0.935636 -0.015 -0.324 -0.023 0.31
H -0.596257 1.142554 0.020828 0.328 -0.262 -0.238 0.10
H 1.664138 -1.396886 -0.897720 -0.075 -0.181 -0.045 0.32
H 0.829228 -0.209635 0.073712 0.363 0.168 0.243 -0.01
C 2.080713 -1.515929 1.191633 0.271 0.813 0.487 0.07
H -3.269182 2.017631 -1.099664 0.127 0.291 -0.434 0.26
O 1.781881 -1.312520 2.339003 -0.052 -0.336 0.165 -0.46

***

13
Properties=species:S:1:pos:R:3:forces:R:3:mulliken_charge:R:1 method="wB97M-V/def2-TZVPD" e_homo_ev=-7.358 relative_energy_kj_mol=607.6 gap_ev=8.0978
C -0.885134 -1.099310 -0.485156 -0.160 -0.294 0.071 -1.13
H 0.965130 -1.086109 -1.820174 -0.144 0.060 0.077 0.25
H 1.004363 -1.328460 1.503884 0.088 0.083 -0.073 0.37
C 0.144227 -0.489788 -1.414305 0.222 0.174 -0.163 -0.52
H -0.863455 0.245916 0.359018 -0.041 0.045 0.049 0.37
C -0.245705 1.367803 0.732132 0.107 0.268 0.046 -1.19
H -1.028391 -2.160787 -0.312223 0.079 0.123 -0.019 0.16
O 1.291234 -0.667666 0.858022 -0.096 -0.190 0.137 -0.51
H 0.712552 1.785024 0.429743 -0.131 -0.073 0.037 0.39
C 0.237439 -0.388624 0.052992 -0.039 0.123 -0.175 0.91
H -1.052903 1.945367 0.263527 0.088 -0.138 0.039 0.38
H -0.121353 0.363287 -2.044062 0.024 -0.142 0.134 0.20
H -0.333760 1.345442 1.820994 0.004 -0.038 -0.160 0.33

***

13
Properties=species:S:1:pos:R:3:forces:R:3:mulliken_charge:R:1 method="wB97M-V/def2-TZVPD" e_homo_ev=-9.192 smiles="C=CO.C=C" relative_energy_kj_mol=200.7 gap_ev=10.2810
H -4.459207 2.142105 2.149291 0.003 -0.011 0.474 0.19
C 4.550594 -2.895916 -2.414177 0.349 -0.426 -0.238 -0.46
H 4.913957 -3.765922 -1.877477 -0.107 0.253 0.389 0.23
H -3.038898 2.931797 3.080963 0.114 0.078 -0.260 0.25
H 5.021436 -1.325317 -1.050306 0.120 -0.164 -0.175 0.23
C -2.611620 1.586171 1.465994 -0.977 0.738 0.000 0.14
H -3.879321 0.199267 0.938424 0.193 0.473 0.038 0.32
H -1.572226 1.806840 1.281169 0.256 -0.358 0.212 0.34
C 4.661997 -1.637772 -2.026959 -0.195 -0.050 0.162 -0.41
H 4.330752 -0.861690 -2.698463 -0.079 0.234 0.023 0.21
H 4.152195 -3.147776 -3.386445 -0.087 0.152 -0.162 0.20
C -3.390776 2.275981 2.297728 0.018 -0.439 -0.201 -0.72
O -3.136470 0.697959 0.568684 0.391 -0.482 -0.264 -0.51

***

13
Properties=species:S:1:pos:R:3:forces:R:3:mulliken_charge:R:1 method="wB97M-V/def2-TZVPD" e_homo_ev=-8.642 relative_energy_kj_mol=495.9 gap_ev=9.7350
C -1.544573 -0.827210 -0.527011 0.584 0.423 -1.624 -0.62
H 2.135670 0.822414 -0.270710 -0.097 -0.166 0.113 0.32
H -1.694190 1.395051 -0.209168 0.017 -0.121 0.179 0.19
C -1.345825 0.462685 0.234804 0.445 0.233 -0.248 -0.64
C -0.182281 -0.272450 -0.399917 1.787 1.883 -1.756 0.41
H 2.651771 -0.304542 1.024529 0.098 0.167 0.025 0.22
H -0.934682 -0.471078 -1.575616 -4.561 -2.253 0.480 0.21
O 0.909054 -0.804942 0.176765 0.195 -0.200 0.870 -0.35
H 0.162534 0.208999 -1.553900 0.323 -0.295 2.862 0.11
H 1.318544 0.855653 1.323497 0.166 -0.011 -0.074 0.30
H -1.963527 -1.773413 -0.134830 0.695 0.725 -0.639 0.27
C 1.802747 0.209654 0.581383 0.355 0.082 0.279 -0.69
H -1.315248 0.499175 1.330173 -0.006 -0.469 -0.468 0.27

***

13
Properties=species:S:1:pos:R:3:forces:R:3:mulliken_charge:R:1 method="wB97M-V/def2-TZVPD" e_homo_ev=-9.231 relative_energy_kj_mol=280.4 gap_ev=10.0337
C -0.142023 -0.436992 0.613593 1.454 -0.285 -0.350 0.55
C -0.513133 0.572546 -0.364170 -0.796 -0.017 0.551 -0.24
H 1.488526 1.399806 -0.041920 -0.761 0.000 -0.063 0.32
H 0.219583 2.609344 0.171391 0.036 0.095 0.008 0.24
H 0.630725 2.060802 -1.464945 -0.329 -0.217 0.434 0.31
H 1.012752 -1.951997 -0.114503 0.041 -0.098 0.011 0.27
H -0.634991 -2.225270 -0.635519 -0.183 0.363 0.115 0.33
H -1.441288 0.081590 0.490965 0.069 2.624 -0.886 0.08
O 0.282637 0.000680 1.687862 0.340 -0.896 -0.066 -0.61
C 0.499063 1.737574 -0.415278 -0.549 0.264 0.301 -0.98
H -0.166012 -2.494114 1.068720 -0.026 -0.381 0.200 0.32
C -0.029666 -1.870295 0.200089 0.047 -0.474 0.234 -1.02
H -1.206172 0.516328 -1.196286 0.657 -0.977 -0.489 0.45

***

13
Properties=species:S:1:pos:R:3:forces:R:3:mulliken_charge:R:1 method="wB97M-V/def2-TZVPD" e_homo_ev=-8.906 smiles="C=CO.C=C" relative_energy_kj_mol=283.7 gap_ev=10.0296
H -4.370741 2.464082 -6.028168 -0.427 -2.242 -2.642 0.26
O 1.225196 -2.083766 3.272107 -0.317 -0.617 1.471 -0.47
C 2.460763 -2.225630 3.917519 1.611 2.136 -6.708 0.12
H -2.772442 3.982011 -3.924112 -0.104 -0.681 -1.296 0.22
H -2.213652 2.730082 -5.222476 1.456 0.042 -0.786 0.25
C -2.960978 3.369178 -4.852584 -1.719 0.064 2.069 -0.45
H 4.522241 -2.189987 3.361864 0.573 0.133 0.229 0.24
H -5.105070 3.350877 -4.692804 0.361 0.364 -0.184 0.20
H 3.438145 -1.963565 1.941431 -0.564 -0.065 -0.417 0.22
C -4.200875 3.033266 -5.217844 0.433 2.454 2.839 -0.48
H 1.319541 -2.333428 2.343692 0.146 0.098 0.324 0.30
H 2.435542 -2.032502 4.954894 0.089 -0.474 0.949 0.36
C 3.525235 -2.066389 3.001046 -1.538 -1.212 4.152 -0.76

***

13
Properties=species:S:1:pos:R:3:forces:R:3:mulliken_charge:R:1 method="wB97M-V/def2-TZVPD" e_homo_ev=-9.604 smiles=C[C@@H]1CCO1 relative_energy_kj_mol=126.0 gap_ev=10.7703
H 0.946751 -0.958097 1.748463 0.341 0.661 -1.254 0.22
H -0.277103 -1.833140 -0.379756 0.714 0.712 -0.030 0.22
C -1.716444 0.372207 -0.245135 -0.892 0.666 0.151 -1.26
C -0.215414 0.374492 -0.547076 -1.334 0.200 0.335 0.47
H 1.102222 -1.262171 -1.373360 -0.148 0.270 0.211 0.27
H -1.966128 -0.417190 0.486264 0.118 0.344 -0.231 0.30
C 1.199039 -0.451183 0.758810 -1.634 -0.969 -0.335 -0.31
H -2.281532 0.167743 -1.175195 0.218 -0.012 0.388 0.34
H -0.059969 0.986430 -1.428066 0.421 0.255 -0.163 0.32
H -2.129858 1.363340 0.165831 0.960 -1.321 -0.611 0.27
O 0.514251 0.814407 0.596216 0.769 0.144 0.482 -0.44
H 2.264531 -0.390571 0.608568 0.417 0.222 0.197 0.26
C 0.447333 -0.990782 -0.537011 0.052 -1.170 0.861 -0.66

***

13
Properties=species:S:1:pos:R:3:forces:R:3:mulliken_charge:R:1 method="wB97M-V/def2-TZVPD" e_homo_ev=-9.849 smiles="CCCC=O" relative_energy_kj_mol=89.4 gap_ev=10.9112
C -0.467428 -0.491689 -0.557796 -0.367 0.133 -0.078 -0.40
C 1.866530 0.478145 -0.134374 -0.208 0.340 -0.120 0.00
H 2.892561 0.352634 0.279880 -0.199 -0.060 -0.109 0.34
H -0.265064 -0.152287 -1.576305 -0.071 -0.303 -0.021 0.27
C -1.464421 0.532673 0.072614 -0.090 -0.128 -0.321 -1.19
H 1.231743 -1.470179 0.648119 -0.249 0.304 -0.467 0.38
C 0.824664 -0.517189 0.274002 -0.423 0.312 0.254 -0.37
H -0.903162 -1.496011 -0.560763 -0.017 0.213 -0.161 0.32
H -1.155178 1.561860 -0.154982 -0.060 -0.297 -0.082 0.29
H -1.575676 0.494052 1.175628 0.244 -0.386 -0.499 0.36
H -2.456913 0.355314 -0.337784 -0.106 0.222 -0.082 0.34
H 0.285146 -0.020719 1.066972 1.246 -0.018 1.599 0.14
O 1.599081 1.442602 -0.814383 0.300 -0.331 0.088 -0.48

***

The evaluated E_LUMO for the records listed, in turn: 1.0 0.7 1.1 1.1 0.8 1.1 1.2 1.1 eV.